1.
Here is a molecular structure, C25H32ClN3O3PSSn from the OMol25 dataset. Energies are from ωB97M-V/def2-TZVPD.

Atoms and positions in Å:
1 Sn 0.81 -1.94 0.18
2 N 1.35 -3.25 3.77
3 C 0.71 -2.33 4.75
4 C -0.80 -2.48 4.65
5 C -1.38 -1.88 3.37
6 N -1.01 -2.66 2.16
7 C -0.97 -0.42 3.21
8 C 0.52 -0.14 3.33
9 N 1.22 -0.39 2.04
10 C 1.16 -0.89 4.51
11 H 1.34 -4.22 4.11
12 H 2.34 -2.96 3.52
13 H 0.81 -3.19 2.89
14 H 1.04 -2.62 5.75
15 H -1.25 -1.95 5.49
16 H -1.08 -3.53 4.75
17 H -2.47 -1.91 3.48
18 H -1.67 -2.37 1.44
19 H -1.25 -3.64 2.33
20 H -1.49 0.15 3.99
21 H -1.32 -0.04 2.24
22 H 0.64 0.93 3.57
23 H 2.21 -0.56 2.24
24 H 1.21 0.48 1.52
25 H 0.90 -0.33 5.41
26 H 2.25 -0.86 4.42
27 O 1.65 -1.18 -2.20
28 S 2.02 0.15 -1.82
29 O 2.91 0.26 -0.72
30 O 0.59 0.75 -1.15
31 C 2.11 1.25 -3.21
32 C 3.17 1.41 -4.07
33 C 3.00 2.27 -5.16
34 C 1.81 2.96 -5.35
35 C 0.74 2.78 -4.48
36 C 0.89 1.90 -3.41
37 P -0.39 1.47 -2.22
38 C -1.12 2.80 -1.27
39 C -0.39 3.35 -0.22
40 C -0.94 4.37 0.53
41 C -2.21 4.84 0.23
42 C -2.93 4.31 -0.83
43 C -2.39 3.29 -1.59
44 C -1.45 0.13 -2.78
45 C -1.23 -0.53 -3.98
46 C -1.96 -1.67 -4.27
47 C -2.91 -2.14 -3.37
48 C -3.13 -1.48 -2.17
49 C -2.40 -0.34 -1.87
50 H 4.11 0.90 -3.92
51 H 3.81 2.41 -5.85
52 H 1.70 3.63 -6.19
53 H -0.19 3.30 -4.62
54 H 0.60 2.98 0.00
55 H -0.38 4.80 1.35
56 H -2.65 5.63 0.83
57 H -3.91 4.70 -1.08
58 H -2.94 2.87 -2.43
59 H -0.52 -0.15 -4.70
60 H -1.79 -2.21 -5.19
61 H -3.51 -3.00 -3.61
62 H -3.88 -1.83 -1.48
63 H -2.58 0.21 -0.95
64 Cl 3.77 -2.32 2.25
65 C 2.83 -2.97 0.84
66 H 2.77 -4.05 1.01
67 H 3.51 -2.82 -0.01

Summary:
LUMO energy (eV): -8.472
Total charge: +3
Energy above the lowest of the compared OMol25 structures with the same formula, charge and spin (eV): 0.539

---

2.
Here is 5 unconnected molecules or ions with the total composition C25H32F3N5O4S from the OMol25 dataset. Energies are from ωB97M-V/def2-TZVPD.

Atoms and positions in Å:
1 O 0.69 -4.63 -1.42
2 C 0.48 -3.32 -1.46
3 C -1.01 -2.65 -1.34
4 C -2.49 -3.30 -1.02
5 C -3.81 -2.27 -0.98
6 C -3.65 -0.63 -1.25
7 C -2.15 0.00 -1.61
8 C -0.89 -1.05 -1.65
9 C 0.72 -0.84 -1.92
10 O 1.23 0.32 -2.36
11 N 1.41 -2.13 -1.55
12 S 3.04 -2.39 -2.13
13 O 3.56 -3.84 -2.00
14 O 3.26 -1.97 -3.62
15 C 4.18 -1.30 -1.07
16 F 4.65 -0.15 -1.88
17 F 5.27 -2.16 -0.53
18 F 3.37 -0.87 0.12
19 H -2.56 -4.45 -0.80
20 H -4.89 -2.74 -0.76
21 H -4.57 0.10 -1.21
22 H -1.97 1.14 -1.85
23 C -1.23 2.99 -5.42
24 C -2.47 3.87 -5.34
25 C -2.53 4.70 -4.06
26 C -2.55 3.78 -2.85
27 N -2.57 3.02 -1.85
28 H -1.20 2.25 -4.62
29 H -1.22 2.44 -6.37
30 H -0.32 3.60 -5.37
31 H -3.36 3.23 -5.41
32 H -2.49 4.54 -6.21
33 H -3.43 5.33 -4.06
34 H -1.66 5.36 -3.99
35 C 3.63 1.25 2.58
36 C 3.22 2.59 1.97
37 C 2.20 3.35 2.83
38 C 0.94 2.52 2.97
39 N -0.12 1.84 3.09
40 H 2.77 0.57 2.67
41 H 4.38 0.76 1.95
42 H 4.06 1.39 3.58
43 H 2.81 2.41 0.97
44 H 4.12 3.21 1.85
45 H 1.96 4.31 2.35
46 H 2.61 3.56 3.82
47 C -3.55 2.70 1.91
48 C -5.04 2.97 2.03
49 C -5.70 2.20 3.18
50 C -5.53 0.70 2.95
51 N -5.40 -0.53 2.76
52 H -3.35 1.65 1.68
53 H -3.12 3.29 1.09
54 H -3.02 2.96 2.83
55 H -5.53 2.71 1.08
56 H -5.20 4.04 2.19
57 H -6.76 2.44 3.23
58 H -5.24 2.47 4.13
59 C 4.00 -5.55 3.66
60 C 4.00 -5.90 2.18
61 C 4.11 -4.67 1.28
62 C 2.92 -3.75 1.52
63 N 1.94 -2.98 1.73
64 H 3.14 -4.93 3.94
65 H 3.96 -6.46 4.27
66 H 4.92 -5.00 3.94
67 H 3.08 -6.45 1.95
68 H 4.84 -6.57 1.97
69 H 4.11 -4.97 0.23
70 H 5.03 -4.12 1.48

Summary:
SMILES: O=C1c2ccccc2C(=O)N1S(=O)(=O)C(F)(F)F.CCCC#N.CCCC#N.CCCC#N.CCCC#N
LUMO energy (eV): -1.489
Total charge: 0

---

3.
Here is a single C25H32N4O3 molecule from the OMol25 dataset. Energies are from ωB97M-V/def2-TZVPD.

Atoms and positions in Å:
1 C -0.10 5.11 -3.63
2 C 0.19 3.64 -3.65
3 C 0.11 2.92 -4.84
4 C 0.36 1.57 -4.85
5 C 0.72 0.91 -3.68
6 C 0.82 1.61 -2.48
7 C 0.54 2.98 -2.49
8 N 1.27 1.00 -1.29
9 C 2.16 1.78 -0.43
10 C 1.38 2.47 0.71
11 O 0.96 3.61 0.61
12 N 1.20 1.68 1.77
13 C 0.35 2.04 2.89
14 C 0.21 0.86 3.84
15 C -0.50 -0.34 3.20
16 N -0.65 -1.42 4.16
17 C 0.19 -2.59 3.93
18 C 1.67 -2.24 3.79
19 C -0.30 -3.42 2.72
20 C -1.76 -3.81 2.90
21 C -2.62 -2.59 3.22
22 C -2.02 -1.84 4.42
23 C -2.90 -0.69 4.89
24 C 0.88 -0.21 -0.83
25 O 1.26 -0.64 0.25
26 C -0.02 -1.05 -1.66
27 C -0.94 -1.87 -1.01
28 C -1.66 -2.80 -1.73
29 C -1.42 -2.90 -3.09
30 N -0.56 -2.12 -3.73
31 C 0.11 -1.22 -3.04
32 O 0.97 -0.46 -3.77
33 H 0.63 5.65 -4.23
34 H -1.09 5.31 -4.04
35 H -0.07 5.50 -2.61
36 H -0.16 3.43 -5.75
37 H 0.30 0.99 -5.75
38 H 0.60 3.53 -1.56
39 H 2.66 2.53 -1.04
40 H 2.90 1.10 -0.01
41 H 1.47 0.71 1.69
42 H -0.63 2.36 2.51
43 H 0.80 2.90 3.40
44 H 1.19 0.56 4.19
45 H -0.37 1.18 4.71
46 H 0.06 -0.67 2.32
47 H -1.48 0.00 2.84
48 H 0.07 -3.21 4.83
49 H 1.98 -1.60 4.61
50 H 1.88 -1.75 2.85
51 H 2.25 -3.16 3.83
52 H -0.17 -2.83 1.81
53 H 0.32 -4.31 2.62
54 H -2.13 -4.31 2.00
55 H -1.84 -4.52 3.72
56 H -2.66 -1.92 2.36
57 H -3.64 -2.90 3.45
58 H -1.95 -2.55 5.26
59 H -2.39 -0.13 5.67
60 H -3.16 -0.01 4.08
61 H -3.83 -1.09 5.30
62 H -1.06 -1.78 0.06
63 H -2.39 -3.44 -1.25
64 H -1.93 -3.62 -3.71

Summary:
SMILES: Cc1ccc2c(c1)N(CC(=O)NCCCN1[C@H](C)CCC[C@@H]1C)C(=O)c1cccnc1O2
LUMO energy (eV): 0.275
Total charge: 0
Energy above the lowest of the compared OMol25 structures with the same formula, charge and spin (eV): 1.612

---

4.
Here is 2 unconnected molecules or ions with the total composition C25H32NO2Si from the OMol25 dataset. Energies are from ωB97M-V/def2-TZVPD.

Atoms and positions in Å:
1 C -0.49 -1.77 4.78
2 Si 0.84 -0.51 4.49
3 C 0.28 1.24 4.78
4 C 2.36 -0.90 5.50
5 O 1.17 -0.69 2.83
6 C 1.60 0.20 1.93
7 C 1.01 0.43 0.70
8 C 1.79 1.45 -0.02
9 C 2.84 1.98 1.00
10 C 2.86 1.01 2.18
11 H -0.98 -1.60 5.75
12 H -1.25 -1.73 3.99
13 H -0.06 -2.78 4.79
14 H -0.23 1.30 5.75
15 H 1.12 1.95 4.79
16 H -0.43 1.57 4.01
17 H 2.13 -0.76 6.56
18 H 2.67 -1.95 5.35
19 H 3.21 -0.26 5.25
20 H 0.24 -0.24 0.34
21 H 2.31 1.03 -0.90
22 H 1.19 2.28 -0.39
23 H 3.82 2.10 0.54
24 H 2.51 2.97 1.35
25 H 2.89 1.52 3.15
26 H 3.75 0.36 2.12
27 C -4.36 -4.27 0.80
28 O -4.62 -2.85 0.81
29 C -3.67 -2.02 0.29
30 C -2.47 -2.49 -0.31
31 C -1.57 -1.57 -0.82
32 C -1.79 -0.18 -0.71
33 C -0.74 0.74 -1.15
34 C -0.27 0.64 -2.49
35 C 0.50 1.65 -3.22
36 C 0.86 2.97 -2.94
37 C 1.59 3.68 -3.90
38 C 1.92 3.11 -5.14
39 C 1.53 1.80 -5.45
40 C 0.82 1.11 -4.48
41 N 0.24 -0.16 -4.56
42 C 0.28 -1.03 -5.72
43 C -0.42 -0.44 -3.40
44 C -2.99 0.27 -0.10
45 C -3.92 -0.63 0.38
46 H -5.26 -4.70 1.23
47 H -4.21 -4.64 -0.23
48 H -3.48 -4.51 1.41
49 H -2.26 -3.56 -0.38
50 H -0.66 -1.93 -1.29
51 H -0.75 1.74 -0.72
52 H 0.55 3.41 -1.99
53 H 1.90 4.71 -3.69
54 H 2.49 3.69 -5.87
55 H 1.75 1.32 -6.41
56 H 0.93 -0.57 -6.48
57 H 0.67 -2.02 -5.46
58 H -0.73 -1.16 -6.15
59 H -0.97 -1.37 -3.28
60 H -3.17 1.34 -0.02
61 H -4.85 -0.30 0.83

Summary:
LUMO energy (eV): -4.744
Total charge: +1
Energy above the lowest of the compared OMol25 structures with the same formula, charge and spin (eV): 0.740

---

5.
Here is a molecular structure, C25H33As3F4N6ORh from the OMol25 dataset. Energies are from ωB97M-V/def2-TZVPD.

Atoms and positions in Å:
1 Rh -0.37 0.10 -0.44
2 C -1.39 0.15 3.00
3 As 0.12 0.42 1.85
4 C 1.37 -0.99 2.23
5 C 1.07 2.08 2.18
6 C 0.41 3.41 1.79
7 C -0.93 3.57 2.51
8 C 0.22 3.55 0.28
9 As -0.97 2.36 -0.66
10 C -0.70 2.71 -2.53
11 C -2.84 2.64 -0.28
12 C 1.34 4.55 2.28
13 As 3.17 5.03 1.62
14 C 3.84 3.39 0.72
15 C 2.68 5.99 -0.02
16 H -1.11 0.47 4.01
17 H -1.62 -0.92 3.01
18 H -2.25 0.71 2.66
19 H 1.74 -0.86 3.25
20 H 2.21 -0.93 1.54
21 H 0.87 -1.95 2.15
22 H 2.02 1.95 1.67
23 H 1.24 2.06 3.26
24 H -1.66 2.81 2.23
25 H -1.38 4.54 2.29
26 H -0.80 3.52 3.59
27 H 1.16 3.46 -0.26
28 H -0.19 4.55 0.05
29 H -0.98 3.74 -2.73
30 H -1.34 2.05 -3.13
31 H 0.35 2.56 -2.78
32 H -3.02 3.71 -0.19
33 H -3.12 2.13 0.63
34 H -3.41 2.23 -1.12
35 H 1.46 4.42 3.36
36 H 0.80 5.49 2.17
37 H 4.12 2.64 1.45
38 H 4.74 3.70 0.20
39 H 3.13 2.99 -0.01
40 H 2.07 6.85 0.25
41 H 2.16 5.39 -0.76
42 H 3.60 6.36 -0.46
43 C 3.22 -1.87 -2.83
44 N 2.19 -1.08 -2.16
45 C 2.45 -0.01 -1.40
46 N 3.71 0.37 -1.21
47 O 1.53 0.68 -0.82
48 H 2.74 -2.70 -3.34
49 H 3.92 -2.29 -2.11
50 H 3.75 -1.28 -3.58
51 H 1.23 -1.26 -2.41
52 H 4.48 -0.04 -1.72
53 H 3.89 1.19 -0.66
54 F -5.13 -5.12 -0.08
55 C -3.88 -5.17 -0.49
56 C -3.36 -6.36 -0.89
57 F -4.13 -7.42 -0.85
58 C -2.00 -6.51 -1.36
59 C -1.23 -5.27 -1.37
60 C -1.75 -4.11 -0.97
61 F -0.96 -3.00 -1.02
62 C -3.12 -3.96 -0.51
63 C -3.65 -2.74 -0.10
64 C -2.87 -1.57 -0.12
65 N -2.23 -0.61 -0.13
66 C -4.98 -2.53 0.39
67 N -6.01 -2.24 0.81
68 F 0.02 -5.29 -1.77
69 C -1.48 -7.71 -1.76
70 C -0.14 -7.85 -2.24
71 N 0.93 -7.99 -2.63
72 C -2.22 -8.93 -1.76
73 N -2.75 -9.95 -1.75

Summary:
LUMO energy (eV): -10.667
Total charge: +3
Energy above the lowest of the compared OMol25 structures with the same formula, charge and spin (eV): 0.154

---

6.
Here is a molecular structure, C25H33AsBF2GeO2Os from the OMol25 dataset. Energies are from ωB97M-V/def2-TZVPD.

Atoms and positions in Å:
1 Os 1.08 -0.32 0.67
2 F -1.19 -2.33 1.24
3 B -0.79 -1.09 1.44
4 F -1.55 -0.31 2.18
5 C 0.86 0.87 4.62
6 C 0.62 1.99 3.61
7 As 1.73 1.78 2.02
8 C 1.55 3.44 1.01
9 C 0.09 3.71 0.67
10 C 3.58 1.68 2.63
11 C 3.99 2.88 3.48
12 H 0.22 1.02 5.49
13 H 1.89 0.85 4.97
14 H 0.63 -0.11 4.20
15 H 0.85 2.97 4.03
16 H -0.41 2.00 3.27
17 H 2.16 3.33 0.12
18 H 1.98 4.24 1.61
19 H -0.36 2.85 0.17
20 H 0.01 4.57 0.01
21 H -0.50 3.93 1.56
22 H 4.20 1.58 1.74
23 H 3.66 0.74 3.19
24 H 3.94 3.81 2.92
25 H 5.01 2.75 3.83
26 H 3.35 2.98 4.36
27 C 3.47 -3.82 1.72
28 O 2.23 -3.05 1.89
29 C 2.13 -1.95 1.27
30 O 2.96 -1.41 0.50
31 H 3.36 -4.67 2.39
32 H 4.31 -3.20 2.00
33 H 3.55 -4.14 0.69
34 C 1.12 1.30 -2.62
35 Ge 0.05 -0.08 -1.71
36 C 0.11 -1.78 -2.67
37 C -0.17 -1.78 -4.04
38 C -0.17 -2.98 -4.74
39 C 0.11 -4.17 -4.08
40 C 0.39 -4.17 -2.72
41 C 0.39 -2.98 -2.02
42 C -1.84 0.60 -1.66
43 C -2.04 1.96 -1.96
44 C -3.30 2.53 -1.98
45 C -4.42 1.76 -1.71
46 C -4.28 0.39 -1.43
47 C -5.41 -0.41 -1.18
48 C -5.30 -1.77 -0.93
49 C -4.05 -2.36 -0.91
50 C -2.91 -1.58 -1.15
51 C -2.98 -0.20 -1.41
52 H 0.75 1.44 -3.64
53 H 2.15 0.96 -2.68
54 H 1.09 2.25 -2.10
55 H -0.38 -0.86 -4.56
56 H -0.38 -2.98 -5.80
57 H 0.11 -5.10 -4.63
58 H 0.61 -5.10 -2.21
59 H 0.61 -2.98 -0.95
60 H -1.19 2.58 -2.21
61 H -3.41 3.58 -2.22
62 H -5.41 2.20 -1.73
63 H -6.39 0.06 -1.20
64 H -6.18 -2.37 -0.75
65 H -3.94 -3.42 -0.72
66 H -1.95 -2.08 -1.16

Summary:
⟨S²⟩: 8.789
Multiplicity: 6
LUMO energy (spin up / spin down) (eV): -6.242 / -9.229
Total charge: +2
Energy above the lowest of the compared OMol25 structures with the same formula, charge and spin (eV): 0.000

---

7.
Here is a molecular structure, C25H33BBr2N4OReS6 from the OMol25 dataset. Energies are from ωB97M-V/def2-TZVPD.

Atoms and positions in Å:
1 Re -1.21 -0.84 0.23
2 Br -3.41 -2.02 0.78
3 C -5.01 -1.01 1.19
4 Br -5.32 0.39 -0.11
5 H -4.88 -0.57 2.18
6 H -5.84 -1.71 1.17
7 C -1.64 -4.84 -2.66
8 C -0.29 -4.49 -2.06
9 S -0.01 -2.88 -1.19
10 C 0.59 -1.79 -2.54
11 C -0.45 -1.00 -3.32
12 S -1.79 -0.21 -2.34
13 C -3.24 -1.12 -3.00
14 C -3.27 -2.60 -2.69
15 S -2.30 -3.64 -3.86
16 H -2.40 -4.99 -1.89
17 H -1.53 -5.76 -3.22
18 H 0.49 -4.50 -2.83
19 H -0.05 -5.23 -1.30
20 H 1.16 -2.42 -3.23
21 H 1.27 -1.12 -2.01
22 H -0.96 -1.63 -4.04
23 H 0.05 -0.19 -3.84
24 H -3.25 -0.93 -4.07
25 H -4.10 -0.62 -2.56
26 H -4.30 -2.96 -2.73
27 H -2.85 -2.80 -1.71
28 C -1.90 -3.97 3.36
29 N -2.03 -2.62 3.83
30 C -2.88 -2.22 4.82
31 C -2.63 -0.91 5.05
32 N -1.62 -0.50 4.23
33 B -0.91 0.86 4.55
34 N -0.33 1.63 3.33
35 C 0.72 2.47 3.46
36 C 0.84 3.21 2.32
37 N -0.14 2.80 1.48
38 C -0.42 3.30 0.16
39 C -0.84 1.84 2.12
40 S -2.20 1.03 1.43
41 C -1.28 -1.55 3.48
42 S -0.07 -1.63 2.24
43 H -2.88 -4.45 3.35
44 H -1.24 -4.54 4.02
45 H -1.48 -3.98 2.35
46 H -3.57 -2.90 5.28
47 H -3.08 -0.24 5.76
48 H -1.74 1.56 5.02
49 H -0.01 0.62 5.28
50 H 1.30 2.51 4.36
51 H 1.54 3.98 2.06
52 H 0.50 3.69 -0.27
53 H -1.17 4.10 0.21
54 H -0.80 2.49 -0.46
55 C 5.50 5.60 -2.86
56 C 6.18 4.34 -3.25
57 O 6.40 3.87 -4.30
58 S 6.70 3.39 -1.67
59 C 5.20 2.56 -1.35
60 C 4.29 2.22 -2.36
61 C 3.10 1.61 -2.04
62 C 2.78 1.33 -0.70
63 C 3.72 1.63 0.31
64 C 4.91 2.22 -0.02
65 C 1.56 0.71 -0.39
66 C 0.50 0.14 -0.16
67 H 5.30 6.20 -3.74
68 H 6.12 6.15 -2.16
69 H 4.57 5.36 -2.36
70 H 4.53 2.41 -3.39
71 H 2.41 1.34 -2.82
72 H 3.48 1.38 1.33
73 H 5.64 2.43 0.75

Summary:
⟨S²⟩: 0.800
Multiplicity: 2
LUMO energy (spin up / spin down) (eV): -8.030 / -7.992
Total charge: +2
Energy above the lowest of the compared OMol25 structures with the same formula, charge and spin (eV): 3.337

---

Quick rundown of electronic energy, same order as above: -75510.5948; -61055.0176; -38548.8092; -39901.1091; -233812.6451; -156472.9047; -242356.6249 eV